# 1
{
  "formula": "C3H8N2OS2",
  "method": "ωB97M-V/def2-TZVPD",
  "smiles": "CCC(=S)[S@@](=N)(N)=O",
  "gap_ev": [7.54, 7.54],
  "de_lowest_kj_mol": 408.3,
  "charge": 0,
  "symbols": ["C", "C", "C", "S", "S", "N", "N", "O", "H", "H", "H", "H", "H", "H", "H", "H"],
  "xyz": [[-2.4473, 0.3258, -0.5384], [-1.3672, -0.2069, 0.4529], [-0.0450, 0.3692, 0.2490], [0.1400, 2.1290, 0.0108], [1.4522, -0.4516, -0.3053], [2.2305, 0.3595, -1.2781], [2.1101, -0.3606, 1.2728], [1.2164, -1.8663, -0.4630], [-3.2283, -0.3607, -0.4565], [-2.1634, 0.2443, -1.5842], [-2.6219, 1.4127, -0.2295], [-1.6843, 0.2218, 1.4724], [-1.3587, -1.2397, 0.5520], [2.5129, -0.2982, -2.0534], [3.0071, -0.8746, 1.4197], [2.2469, 0.5962, 1.4787]],
  "forces_ev_per_a": [[1.73, 1.57, 0.59], [-0.89, 2.19, 1.66], [0.92, 5.93, -2.36], [-0.58, -4.10, 1.17], [0.58, -1.78, 3.11], [0.63, -0.73, -2.01], [0.21, -1.09, -0.57], [-0.30, 0.00, -0.65], [-1.92, -0.49, 0.49], [0.49, 0.31, -0.02], [-0.28, -1.71, -0.80], [0.36, -0.78, -1.22], [0.14, -2.02, -0.07], [-0.32, 1.06, 0.88], [-1.08, 0.35, -0.58], [0.30, 1.28, 0.38]],
  "nbo_charge": [-0.579, -0.526, -0.246, 0.020, 2.115, -1.134, -1.057, -0.943, 0.216, 0.214, 0.234, 0.253, 0.240, 0.406, 0.404, 0.384]
}

---

# 2
{
  "formula": "C3H8N2S",
  "method": "ωB97M-V/def2-TZVPD",
  "gap_ev": 9.23,
  "de_lowest_kj_mol": 492.8,
  "charge": 0,
  "symbols": ["C", "C", "C", "H", "H", "H", "H", "H", "H", "H", "H", "N", "N", "S"],
  "xyz": [[-0.7873, 1.5939, -0.0966], [0.6887, -0.2330, -0.0315], [1.0642, -1.7367, -0.0912], [0.1017, 2.1910, 0.8389], [-0.4612, 1.9679, -1.1660], [-1.9977, 1.8382, 0.1097], [-1.9693, -1.2677, 1.2386], [2.2046, -1.5179, 0.0228], [0.8489, -2.0788, -1.0909], [0.3948, -2.4065, 0.4607], [1.1066, 1.6002, 0.1699], [-0.7131, 0.0577, -0.1874], [1.6476, 0.6259, -0.0546], [-2.1285, -0.6342, -0.1226]],
  "forces_ev_per_a": [[-1.53, 1.36, 0.03], [-0.26, -2.54, -1.32], [1.13, 2.42, -0.50], [-3.57, -1.64, -2.37], [-0.60, -0.25, 2.36], [3.68, -0.31, -0.40], [-0.80, 1.04, -2.15], [-1.94, -1.91, 0.37], [0.28, 0.07, -0.75], [0.95, 0.26, 0.89], [2.65, -2.79, -1.36], [4.66, 6.39, 0.84], [-2.98, 1.91, 1.55], [-1.67, -4.00, 2.81]],
  "nbo_charge": [-0.436, 0.447, -0.704, 0.185, 0.221, 0.243, 0.084, 0.268, 0.227, 0.235, 0.328, -0.693, -0.681, 0.277]
}

---

# 3
{
  "formula": "C3H8N2S",
  "method": "ωB97M-V/def2-TZVPD",
  "smiles": "[H]/N=C(\\C)N(C)S",
  "gap_ev": 9.88,
  "de_lowest_kj_mol": 138.9,
  "charge": 0,
  "symbols": ["H", "N", "C", "C", "N", "C", "S", "H", "H", "H", "H", "H", "H", "H"],
  "xyz": [[1.7516, -2.0072, 0.2116], [0.8544, -1.6137, 0.2592], [0.9134, -0.3900, 0.0151], [2.2625, 0.3096, -0.1991], [-0.2509, 0.3698, -0.0858], [-0.2670, 1.7866, 0.2208], [-1.7692, -0.4074, -0.1823], [2.2584, 0.9041, -1.1543], [3.0722, -0.4278, -0.2548], [2.4385, 0.9735, 0.6608], [-0.9447, 2.2820, -0.4619], [-0.6115, 1.9273, 1.2636], [0.7083, 2.1964, 0.1248], [-2.0438, -0.8601, 1.0926]],
  "forces_ev_per_a": [[1.37, -0.78, 0.00], [-1.72, -0.85, 0.30], [0.77, 1.00, -0.30], [-0.63, 0.73, -0.52], [-0.20, -0.50, -0.02], [-0.88, -0.47, 0.76], [0.09, -0.03, 0.22], [0.04, -0.41, 0.98], [-0.35, 0.17, 0.07], [0.20, -0.06, -0.41], [-0.12, 0.24, -0.01], [0.10, 0.20, -0.42], [0.78, 0.39, -0.15], [0.56, 0.39, -0.49]],
  "nbo_charge": [0.334, -0.683, 0.448, -0.687, -0.582, -0.400, 0.191, 0.226, 0.227, 0.224, 0.210, 0.189, 0.203, 0.101]
}

---

# 4
{
  "formula": "C3H8N2S",
  "method": "ωB97M-V/def2-TZVPD",
  "gap_ev": [7.83, 7.86],
  "de_lowest_kj_mol": 539.8,
  "charge": 0,
  "symbols": ["C", "C", "C", "N", "N", "S", "H", "H", "H", "H", "H", "H", "H", "H"],
  "xyz": [[-1.3380, -0.1345, 0.3391], [-0.5193, 1.2270, 0.4902], [-0.4150, -1.1839, -0.2790], [0.4070, 1.0721, 1.4183], [2.1211, -0.3127, -0.7861], [1.1541, -1.1189, 0.4083], [-1.8443, -0.4730, 1.3141], [-2.0974, 0.2055, -0.4831], [-0.0610, 1.4776, -0.4789], [-1.1293, 2.0563, 0.8938], [-0.7494, -2.2652, -0.3258], [-0.4255, -0.8626, -1.3006], [1.8275, 0.6604, -0.8241], [3.0696, -0.3480, -0.3862]],
  "forces_ev_per_a": [[-2.41, 1.36, -0.54], [-1.50, -1.38, -0.88], [-1.77, -0.62, -0.91], [2.76, -0.43, 2.66], [-0.03, -0.35, 0.25], [2.06, 0.22, 1.04], [0.77, 0.80, -1.49], [0.60, -1.19, 1.64], [-0.60, 0.32, -0.62], [-0.36, -0.10, -0.49], [-0.05, 1.34, 0.47], [0.75, -0.17, -0.91], [0.28, 0.08, 0.18], [-0.51, 0.13, -0.41]],
  "nbo_charge": [-0.395, -0.362, -0.648, -0.286, -0.955, 0.554, 0.228, 0.205, 0.151, 0.258, 0.255, 0.247, 0.366, 0.382]
}

---

# 5
{
  "formula": "C3H8N2S2",
  "method": "ωB97M-V/def2-TZVPD",
  "smiles": "CNC(=S)N(C)S",
  "gap_ev": 8.66,
  "de_lowest_kj_mol": 84.4,
  "charge": 0,
  "symbols": ["C", "N", "C", "S", "N", "C", "S", "H", "H", "H", "H", "H", "H", "H", "H"],
  "xyz": [[0.9091, 1.8814, 1.1852], [0.5908, 0.6128, 0.6031], [-0.3243, 0.5102, -0.4198], [-1.1400, 1.8244, -1.0534], [-0.4997, -0.7741, -0.8889], [-0.0307, -1.9043, -0.1050], [-1.3285, -1.1157, -2.3348], [-0.0027, 2.2950, 1.5996], [1.5846, 1.6951, 2.0037], [1.3543, 2.5309, 0.4290], [1.2724, -0.1688, 0.6927], [-0.5872, -2.8376, -0.4065], [-0.2350, -1.7587, 0.9294], [1.0172, -2.0523, -0.2195], [-2.5803, -0.7382, -2.0149]],
  "forces_ev_per_a": [[0.03, -0.03, -0.02], [-0.11, -1.87, -0.94], [0.44, 0.35, -0.02], [0.24, -0.39, 0.34], [-0.34, 0.04, 0.04], [-1.35, -1.21, -0.72], [0.18, 0.10, -0.10], [-0.04, 0.41, -0.12], [0.40, 0.08, 0.23], [-0.10, 0.28, 0.27], [-0.89, 1.20, -0.02], [0.74, 1.08, 0.12], [-0.23, 0.26, 0.94], [0.99, -0.35, -0.23], [0.06, 0.04, 0.22]],
  "nbo_charge": [-0.406, -0.609, 0.279, -0.240, -0.585, -0.425, 0.215, 0.221, 0.199, 0.207, 0.395, 0.236, 0.208, 0.186, 0.118]
}

---

# 6
{
  "formula": "C3H8N2S2",
  "method": "ωB97M-V/def2-TZVPD",
  "gap_ev": 7.95,
  "de_lowest_kj_mol": 843.6,
  "charge": 0,
  "symbols": ["C", "C", "C", "H", "H", "H", "H", "H", "H", "H", "H", "N", "N", "S", "S"],
  "xyz": [[-3.4694, -0.3458, -0.0763], [0.4323, 0.6547, -0.0501], [2.8098, 0.4920, -0.2631], [-3.3932, 1.0678, -0.2795], [-4.3032, -0.8812, -1.0695], [-4.0342, -0.7172, 1.3306], [0.7665, 1.7370, 0.2159], [3.4500, -0.0998, 0.5604], [2.8613, 1.8016, 0.2063], [3.4157, 0.4130, -1.4379], [0.9155, -1.5956, 1.3802], [-0.8358, 0.4336, 0.2109], [1.5270, -0.1216, -0.3389], [-1.8132, -0.9495, -0.3392], [1.6710, -1.8889, -0.0499]],
  "forces_ev_per_a": [[-3.00, 1.99, 0.14], [-2.02, 0.89, 1.90], [4.30, 2.16, -0.09], [-0.54, -4.66, 0.90], [2.80, 1.73, 3.46], [1.54, 1.31, -4.32], [-0.59, -1.85, -0.59], [-1.14, 1.43, -2.10], [-0.53, -4.19, -1.84], [-1.67, 0.51, 3.80], [1.73, -1.23, -3.00], [0.88, -0.34, -1.47], [0.00, -1.05, -0.31], [1.16, 0.53, 0.35], [-2.92, 2.77, 3.17]],
  "nbo_charge": [-0.871, 0.269, -0.429, 0.272, 0.267, 0.214, 0.188, 0.220, 0.212, 0.211, 0.161, -0.649, -0.601, 0.376, 0.159]
}